1.
# C5H14

A cluster of 2 separate species, C5H14 in total (ωB97M-V/def2-TZVPD, the OMol25 dataset).

Properties
Spin multiplicity = 1
SMILES = CCC.CC
Orbital gap = 12.644 eV
Energy above the lowest of the compared OMol25 structures with the same formula, charge and spin = 0.1079 eV
LUMO level = 1.10 eV

Each line ends with the Mulliken charge.
Atoms and positions in Å:
C 1.73497 1.49567 0.34661  -0.98
C 1.29615 1.67928 -1.09229  -0.17
C -0.18608 2.08095 -1.14638  -1.02
H 2.79163 1.21264 0.44580  0.31
H 1.55734 2.39960 0.91900  0.33
H 1.22755 0.67450 0.86991  0.17
H 1.33486 0.70743 -1.57808  0.22
H 1.91546 2.41059 -1.59745  0.32
H -0.78755 1.27545 -0.72945  0.21
H -0.53845 2.31870 -2.14472  0.31
H -0.39181 2.92263 -0.47038  0.31
C -0.52074 -2.21652 0.95069  -0.60
C -1.96121 -2.58949 0.59738  -0.93
H 0.13681 -3.07502 0.99840  0.34
H -0.12554 -1.50731 0.23106  0.05
H -0.49110 -1.71780 1.92334  0.26
H -2.05858 -2.95458 -0.42922  0.28
H -2.63447 -1.73028 0.65868  0.28
H -2.29924 -3.38642 1.24712  0.30

2.
# C9H11NO3

An isolated molecule of C9H11NO3 (ωB97M-V/def2-TZVPD, the OMol25 dataset).

Properties
Spin multiplicity = 1
SMILES = N[C@@H](Cc1ccc(O)cc1)C(=O)O
Orbital gap = 9.169 eV
Energy above the lowest of the compared OMol25 structures with the same formula, charge and spin = 1.8524 eV
LUMO level = 0.40 eV

Each line ends with the Mulliken charge.
Atoms and positions in Å:
N -1.46569 -1.19034 -0.89386  -0.61
C -1.98481 -0.35486 0.28394  0.15
C -1.05047 0.43921 1.24413  -1.24
C 0.33951 0.47774 0.63641  0.26
C 1.14234 -0.66389 0.98473  -0.66
C 2.35960 -0.83910 0.36817  -0.65
C 2.85610 0.22865 -0.45418  0.91
O 4.14874 0.12288 -0.96038  -0.53
C 2.09634 1.38365 -0.72217  -0.81
C 0.81212 1.43463 -0.20264  -0.05
C -3.13970 0.37020 -0.40538  0.27
O -3.52521 1.46724 0.00018  -0.60
O -3.79438 -0.44615 -1.19870  -0.54
H -1.16628 -2.05067 -0.44379  0.31
H -0.77947 -0.66727 -1.43611  0.23
H -2.39984 -1.08008 0.99073  0.31
H -0.94082 0.20016 2.38598  0.40
H -1.53044 1.42511 1.27427  0.42
H 0.72759 -1.36156 1.63456  0.53
H 3.04208 -1.63895 0.69285  0.24
H 4.57102 -0.70095 -0.65723  0.29
H 2.35250 2.14272 -1.42891  0.43
H 0.19493 2.29742 -0.20898  0.43
H -2.86573 -0.99580 -1.48363  0.51

3.
# C33H26NO11P2S

A cluster of 3 separate species, C33H26NO11P2S in total (ωB97M-V/def2-TZVPD, the OMol25 dataset).

Properties
Spin multiplicity = 1
Net charge = -1
Orbital gap = 5.366 eV
Energy above the lowest of the compared OMol25 structures with the same formula, charge and spin = 1.5391 eV
LUMO level = 0.76 eV

Each line ends with the Mulliken charge.
Atoms and positions in Å:
C -2.83686 -1.25541 2.44221  -0.56
C -2.12735 -1.97656 1.47128  -0.69
C -0.54723 -1.89789 1.36512  -0.22
N -0.09046 -1.03667 2.47726  0.35
P 0.97070 -1.85564 3.60425  -0.07
O 0.74889 -1.23523 5.17383  -0.45
O 0.48765 -3.48029 3.79024  -0.44
C 0.42722 0.25577 2.01460  0.70
S 2.05455 -0.09210 1.14111  -0.13
C -0.60438 1.05337 1.06945  0.12
O -1.70043 1.44813 1.47850  -0.61
O -0.21922 1.30984 -0.13823  -0.81
P 0.80626 1.47661 3.41549  0.74
O -0.23896 1.46768 4.48219  -0.69
O 2.34835 1.30401 4.02451  -0.51
O 0.68929 2.98553 2.69756  -0.56
H -3.44908 -0.38444 2.08801  0.16
H -2.78874 -1.44994 3.53743  0.22
H -2.72179 -2.64439 0.78742  0.35
H -0.18629 -2.95815 1.41734  0.32
H -0.24339 -1.51785 0.34819  0.37
H 1.65698 -0.97104 5.41490  0.37
H -0.02458 -3.53701 4.62370  0.27
H 2.54354 1.13137 0.77204  0.18
H 2.81712 2.13372 3.80657  0.31
H -0.26130 3.20060 2.82481  0.33
C -3.67772 8.38699 2.29379  -0.49
C -3.64989 9.42483 1.36582  -0.43
C -3.29365 9.17067 0.05016  -0.57
C -2.95179 7.87886 -0.34164  0.22
C -2.95654 6.84436 0.59351  0.05
C -3.33143 7.10022 1.90939  -0.49
C -2.54660 5.46814 0.20297  0.40
O -2.55580 4.57171 1.01843  -0.59
C -2.11982 5.21985 -1.19728  0.10
C -1.67716 3.95109 -1.57148  -0.62
C -1.28942 3.71287 -2.88191  -0.66
C -1.34957 4.73352 -3.82712  -0.35
C -1.78396 5.99856 -3.45990  -0.71
C -2.16106 6.24944 -2.14391  0.49
C -2.58911 7.61485 -1.75726  0.56
O -2.63831 8.50975 -2.58334  -0.70
H -3.96509 8.58484 3.32018  0.39
H -3.90874 10.43258 1.67039  0.39
H -3.27809 9.97980 -0.67031  0.45
H -3.34910 6.29626 2.63567  0.52
H -1.62874 3.14417 -0.84238  0.71
H -0.94098 2.72741 -3.16809  0.49
H -1.05246 4.54164 -4.85216  0.37
H -1.82435 6.79051 -4.19832  0.45
C 2.21817 -3.81021 0.87337  0.03
C 2.37173 -5.01182 1.55884  -0.65
C 2.58666 -6.19014 0.85839  -0.71
C 2.63725 -6.17407 -0.53245  0.28
C 2.45897 -4.97102 -1.22163  0.12
C 2.26075 -3.78829 -0.51342  -0.69
C 2.46125 -4.94502 -2.70488  0.49
O 2.31061 -3.90099 -3.30845  -0.66
C 2.64287 -6.22211 -3.44306  0.18
C 2.59060 -6.22461 -4.83408  -0.54
C 2.77192 -7.40869 -5.53342  -0.46
C 3.01559 -8.59484 -4.84633  -0.45
C 3.06306 -8.59805 -3.46043  -0.52
C 2.86743 -7.41401 -2.75461  0.13
C 2.88523 -7.43600 -1.26945  0.67
O 3.09461 -8.47506 -0.67007  -0.69
H 2.05917 -2.88828 1.42365  0.24
H 2.32496 -5.02679 2.64108  0.46
H 2.71065 -7.12218 1.39670  0.45
H 2.13505 -2.84989 -1.04174  0.59
H 2.40438 -5.30349 -5.37338  0.47
H 2.72562 -7.40892 -6.61643  0.39
H 3.16426 -9.51850 -5.39397  0.39
H 3.24818 -9.52398 -2.92919  0.46

4.
# BH4K

A structure of composition BH4K (ωB97M-V/def2-TZVPD, the OMol25 dataset).

Properties
Spin multiplicity = 1
Orbital gap = 7.462 eV
Energy above the lowest of the compared OMol25 structures with the same formula, charge and spin = 0.0000 eV
LUMO level = -1.10 eV

Each line ends with the Mulliken charge.
Atoms and positions in Å:
K -1.53780 -0.53620 -2.00921  0.87
B 0.28311 0.12452 0.41147  -0.07
H 1.22678 0.22759 1.08659  -0.18
H 0.43239 -0.90345 -0.13024  -0.24
H -0.68615 0.14780 1.06763  -0.16
H 0.28167 0.93974 -0.42625  -0.23

5.
# C3H2Br2O2

A cluster of 2 separate species, C3H2Br2O2 in total (ωB97M-V/def2-TZVPD, the OMol25 dataset).

Properties
Spin multiplicity = 1
SMILES = O=C=CBr.O=CBr
Orbital gap = 8.889 eV
Energy above the lowest of the compared OMol25 structures with the same formula, charge and spin = 1.6266 eV
LUMO level = -0.64 eV

Each line ends with the Mulliken charge.
Atoms and positions in Å:
O 0.33185 -2.79371 0.71139  -0.32
C -0.28585 -1.79115 0.68883  0.91
C -1.01668 -0.69995 0.57203  -1.02
Br -2.21277 -0.46578 -0.86274  -0.06
H -1.11498 0.08308 1.25958  0.52
O 1.44460 1.40617 1.03566  -0.31
C 1.25573 0.82448 0.05655  0.06
Br 2.54172 -0.67151 -0.66457  -0.21
H 0.34333 0.92835 -0.54944  0.43

6.
# CH3Cl3

A structure of composition CH3Cl3 (ωB97M-V/def2-TZVPD, the OMol25 dataset).

Properties
Spin multiplicity = 1
Orbital gap = 9.542 eV
Energy above the lowest of the compared OMol25 structures with the same formula, charge and spin = 3.6212 eV
LUMO level = -0.02 eV

Each line ends with the Mulliken charge.
Atoms and positions in Å:
C -0.04868 -1.07362 0.03620  -0.73
H 0.78622 -1.62968 -0.62280  0.29
H 0.10970 -0.56694 1.09592  0.35
H -0.89167 -1.67019 0.89428  0.23
Cl -1.39090 -0.42243 -0.81488  -0.13
Cl 0.61586 1.78488 -0.58800  0.07
Cl 0.81947 3.57798 -0.00071  -0.08

> Look up the spin multiplicity of the third one.

1

> Which value of energy above the lowest of the compared OMol25 structures with the same formula, charge and spin does entry 4 give?

0.0000 eV

> Look up the spin multiplicity of the fourth one.

1

Please write out number 6 again, unchanged.
# CH3Cl3

A structure of composition CH3Cl3 (ωB97M-V/def2-TZVPD, the OMol25 dataset).

Properties
Spin multiplicity = 1
Orbital gap = 9.542 eV
Energy above the lowest of the compared OMol25 structures with the same formula, charge and spin = 3.6212 eV
LUMO level = -0.02 eV

Each line ends with the Mulliken charge.
Atoms and positions in Å:
C -0.04868 -1.07362 0.03620  -0.73
H 0.78622 -1.62968 -0.62280  0.29
H 0.10970 -0.56694 1.09592  0.35
H -0.89167 -1.67019 0.89428  0.23
Cl -1.39090 -0.42243 -0.81488  -0.13
Cl 0.61586 1.78488 -0.58800  0.07
Cl 0.81947 3.57798 -0.00071  -0.08